i) Below is a 2-piece molecular cluster, H4O2 overall, with properties calculated with wB97M-V/def2-TZVPD.

XYZ file:
```
6
H4O2 | OMol25 | wB97M-V/def2-TZVPD
O -1.415 -0.076 0.018
O 1.748 0.119 -0.054
H 1.068 -0.422 -0.496
H 2.163 -0.485 0.564
H -1.173 0.883 0.137
H -2.392 -0.020 -0.169
```

As for the SMILES: O.O. The molecular weight comes out at 36.03 g/mol. Its highest occupied orbital energy is -11.34 eV.

Mulliken population analysis, charges in e, atoms 1 to 5: number 1, O, carries -0.6408; number 2, O, carries -0.6475; number 3, H, carries 0.3274; number 4, H, carries 0.3136; number 5, H, carries 0.3344

=====

ii) Below is a 2-piece molecular cluster, H4O2 overall, with properties calculated with wB97M-V/def2-TZVPD.

XYZ file:
```
6
H4O2 | OMol25 | wB97M-V/def2-TZVPD
O -1.039 0.537 2.057
H 0.966 -0.239 -0.932
O 0.896 -0.039 -1.871
H -1.384 -0.315 1.792
H 1.310 -0.821 -2.237
H -0.749 0.878 1.190
```

As for the SMILES: O.O. The molecular weight comes out at 36.03 g/mol. Its highest occupied orbital energy is -11.75 eV.

Mulliken population analysis, charges in e, atoms 1 to 5: number 1, O, carries -0.6370; number 2, H, carries 0.3041; number 3, O, carries -0.6244; number 4, H, carries 0.3176; number 5, H, carries 0.3208

=====

iii) Below is a 2-piece molecular cluster, H4O2 overall, with properties calculated with wB97M-V/def2-TZVPD.

XYZ file:
```
6
H4O2 | OMol25 | wB97M-V/def2-TZVPD
H -0.626 -1.074 0.264
O 1.247 0.901 -0.260
H 0.982 0.261 0.432
O -1.068 -0.305 0.639
H 1.236 0.357 -1.074
H -1.771 -0.140 -0.002
```

As for the SMILES: O.O. The molecular weight comes out at 36.03 g/mol. Its highest occupied orbital energy is -10.96 eV.

Mulliken population analysis, charges in e, atoms 1 to 5: number 1, H, carries 0.3226; number 2, O, carries -0.6215; number 3, H, carries 0.3077; number 4, O, carries -0.6462; number 5, H, carries 0.3141

=====

Stability check: which of them is least stable? iii).

=====

i) Below is a 2-piece molecular cluster, H4O2 overall, with properties calculated with wB97M-V/def2-TZVPD.

XYZ file:
```
6
H4O2 | OMol25 | wB97M-V/def2-TZVPD
H -1.955 0.660 0.010
O 1.275 -0.146 -0.251
O -1.628 -0.235 -0.152
H -0.651 -0.064 -0.192
H 1.270 -0.887 0.394
H 1.689 0.671 0.191
```

As for the SMILES: O.O. The molecular weight comes out at 36.03 g/mol. Its highest occupied orbital energy is -10.97 eV.

Mulliken population analysis, charges in e, atoms 1 to 5: number 1, H, carries 0.3074; number 2, O, carries -0.7316; number 3, O, carries -0.6525; number 4, H, carries 0.3745; number 5, H, carries 0.3521

=====

ii) Below is a 2-piece molecular cluster, H4O2 overall, with properties calculated with wB97M-V/def2-TZVPD.

XYZ file:
```
6
H4O2 | OMol25 | wB97M-V/def2-TZVPD
O 0.951 -2.726 1.710
H -1.233 2.807 -2.153
H -0.045 3.032 -1.172
H 0.412 -3.204 2.381
O -0.375 2.419 -1.867
H 0.290 -2.327 1.100
```

As for the SMILES: O.O. The molecular weight comes out at 36.03 g/mol. Its highest occupied orbital energy is -11.50 eV.

Mulliken population analysis, charges in e, atoms 1 to 5: number 1, O, carries -0.6513; number 2, H, carries 0.3257; number 3, H, carries 0.3265; number 4, H, carries 0.3246; number 5, O, carries -0.6522

=====

Stability check: which of them is least stable? ii).

=====

i) Below is a 2-piece molecular cluster, C10H16 overall, with properties calculated with wB97M-V/def2-TZVPD.

XYZ file:
```
26
C10H16 | OMol25 | wB97M-V/def2-TZVPD
C -0.294 2.390 1.003
C 2.689 -1.056 1.086
C -0.741 -0.350 1.158
C -1.798 -0.740 -3.027
H -1.891 -0.217 -3.980
H -0.224 -0.771 -1.473
C -1.785 0.511 0.821
C -1.550 1.874 0.717
C 0.507 0.154 1.501
H 0.246 -1.388 -3.023
H -2.364 2.502 0.368
H -0.062 3.441 1.094
C 1.552 -0.765 2.071
H 1.640 1.996 1.692
C -0.346 -0.612 -2.540
H -2.554 -0.311 -2.372
H 3.340 -1.852 1.446
H 1.124 -1.729 2.339
H 3.336 -0.187 0.963
H -0.996 -1.392 1.021
H 2.276 -1.410 0.148
H 1.983 -0.319 2.974
H -2.057 -1.783 -3.209
H -2.781 0.140 0.661
C 0.723 1.520 1.385
H 0.028 0.356 -2.825
```

As for the SMILES: CCc1ccccc1.CC. The molecular weight comes out at 136.24 g/mol. Its highest occupied orbital energy is -9.03 eV.

Mulliken population analysis, charges in e, atoms 1 to 5: number 1, C, carries -0.6603; number 2, C, carries -1.0663; number 3, C, carries -0.3453; number 4, C, carries -0.9174; number 5, H, carries 0.2879

=====

ii) Below is a 2-piece molecular cluster, C10H16 overall, with properties calculated with wB97M-V/def2-TZVPD.

XYZ file:
```
26
C10H16 | OMol25 | wB97M-V/def2-TZVPD
C 1.307 -1.218 -1.965
H 3.197 0.996 -1.698
C 0.116 0.862 -1.728
H -2.479 0.880 3.883
C -0.771 -1.202 -0.811
C -0.782 1.784 2.996
C -1.314 -0.736 3.015
H -1.493 2.588 2.821
H -1.033 0.631 4.765
H 0.003 1.898 -2.018
H -0.957 -0.586 2.008
C -0.889 0.154 -1.090
H 3.202 0.169 -3.096
C -1.437 0.586 3.752
H 2.403 1.730 -3.153
C 0.279 -1.927 -1.329
H -1.827 0.651 -0.896
H 0.365 -3.003 -1.276
C 2.525 0.837 -2.550
H 2.241 -1.749 -2.109
H -1.624 -1.660 -0.328
H -0.436 1.459 2.015
C 1.254 0.160 -2.152
H 0.024 2.235 3.573
H -0.647 -1.426 3.549
H -2.169 -1.413 3.117
```

As for the SMILES: Cc1ccccc1.CCC. The molecular weight comes out at 136.24 g/mol. Its highest occupied orbital energy is -9.03 eV.

Mulliken population analysis, charges in e, atoms 1 to 5: number 1, C, carries -0.3653; number 2, H, carries 0.2876; number 3, C, carries -0.4721; number 4, H, carries 0.2151; number 5, C, carries -0.5470

=====

Stability check: which of them is least stable? ii).

=====

i) Below is a 2-piece molecular cluster, C10H16 overall, with properties calculated with wB97M-V/def2-TZVPD.

XYZ file:
```
26
C10H16 | OMol25 | wB97M-V/def2-TZVPD
C -1.072 -0.540 0.524
H 2.563 2.853 -2.347
H -0.520 -3.611 1.913
H 1.228 2.157 -1.520
C 0.981 -2.112 1.645
H -2.314 -2.178 0.944
H -3.662 0.048 1.500
H -2.663 -0.369 -0.870
H 1.780 -2.714 2.023
C 1.936 1.963 -2.328
C -1.294 -1.859 0.934
C 2.747 0.762 -1.821
C -3.190 0.809 0.888
H 2.140 0.013 -1.327
H 3.443 1.141 -1.082
H 3.423 0.291 -2.517
H 2.117 -0.317 1.582
C -0.305 -2.636 1.496
C -2.181 0.264 -0.126
H 1.377 1.812 -3.245
H -2.682 1.546 1.507
C 0.208 -0.023 0.688
H -1.675 1.074 -0.647
H -3.915 1.401 0.335
C 1.189 -0.788 1.309
H 0.338 1.014 0.543
```

As for the SMILES: CCc1ccccc1.CC. The molecular weight comes out at 136.24 g/mol. Its highest occupied orbital energy is -9.04 eV.

Mulliken population analysis, charges in e, atoms 1 to 5: number 1, C, carries 0.3405; number 2, H, carries 0.3028; number 3, H, carries 0.3673; number 4, H, carries 0.1415; number 5, C, carries -0.3749

=====

ii) Below is a 2-piece molecular cluster, C10H16 overall, with properties calculated with wB97M-V/def2-TZVPD.

XYZ file:
```
26
C10H16 | OMol25 | wB97M-V/def2-TZVPD
H 3.710 -1.765 0.696
C 1.688 -1.415 0.248
H 1.361 -2.371 0.815
H -3.716 -0.929 2.664
H 2.918 1.407 -1.956
H 4.420 0.645 -0.532
H -2.640 1.286 0.769
H -0.340 -0.614 -0.241
H 0.276 2.368 -1.325
H -0.736 1.071 -2.005
C 1.208 0.483 -1.028
C 3.108 -1.003 0.216
C -4.621 0.173 0.756
C 0.342 1.374 -1.873
H -5.044 -0.804 0.905
H -2.154 -1.246 2.143
H -2.418 -0.267 0.026
C 0.734 -0.693 -0.399
C 3.491 0.117 -0.362
C -2.826 -0.392 2.252
C -2.998 0.276 0.848
H -4.757 0.586 -0.188
C 2.531 0.776 -1.202
H -2.506 0.261 3.031
H 0.663 1.345 -3.005
H -4.984 0.847 1.470
```

As for the SMILES: Cc1ccccc1.CCC. The molecular weight comes out at 136.24 g/mol. Its highest occupied orbital energy is -8.80 eV.

Mulliken population analysis, charges in e, atoms 1 to 5: number 1, H, carries 0.3272; number 2, C, carries -0.1853; number 3, H, carries 0.2533; number 4, H, carries 0.3217; number 5, H, carries 0.3879

=====

iii) Below is a 2-piece molecular cluster, C10H16 overall, with properties calculated with wB97M-V/def2-TZVPD.

XYZ file:
```
26
C10H16 | OMol25 | wB97M-V/def2-TZVPD
H -1.484 -0.578 -3.357
H -2.102 0.878 2.672
C -0.472 1.495 0.469
H -0.731 -1.906 3.028
H -0.661 -1.775 -2.392
H -0.558 -0.598 4.051
H -2.192 -0.267 1.409
C 0.590 1.853 -0.310
H 1.051 -0.621 2.562
H 0.602 -0.038 -4.570
H -0.497 -0.127 -2.085
H 1.642 -1.067 -3.603
H -1.456 1.907 0.266
C -0.346 0.587 1.518
H 3.053 -0.016 1.192
C 1.842 1.266 -0.049
H 0.457 -1.836 -4.503
C -1.272 -1.002 3.327
C -1.536 0.014 2.251
C 0.612 -0.903 -3.922
C -0.493 -0.842 -2.932
H -2.117 -1.372 3.908
H 0.467 2.737 -0.938
C 2.078 0.395 0.976
H 2.593 1.748 -0.719
C 0.929 0.068 1.750
```

As for the SMILES: CCc1ccccc1.CC. The molecular weight comes out at 136.24 g/mol. Its highest occupied orbital energy is -8.94 eV.

Mulliken population analysis, charges in e, atoms 1 to 5: number 1, H, carries 0.2889; number 2, H, carries 0.2763; number 3, C, carries -0.1209; number 4, H, carries 0.3655; number 5, H, carries 0.2882

=====

iv) Below is a 2-piece molecular cluster, C10H16 overall, with properties calculated with wB97M-V/def2-TZVPD.

XYZ file:
```
26
C10H16 | OMol25 | wB97M-V/def2-TZVPD
C 0.720 0.648 0.768
H -0.757 0.395 2.067
H 1.606 -0.914 2.572
C 1.273 1.816 0.185
C 0.936 -0.260 3.129
H -1.206 -1.526 -0.979
C 1.892 1.728 -1.050
H 0.240 -1.439 0.458
H 0.130 1.812 2.554
H 2.294 2.603 -1.541
H 0.300 -0.932 3.710
H -2.719 0.347 -0.844
H 2.665 0.355 -2.511
C 0.740 -0.557 0.075
H -3.959 -0.940 -0.901
H 1.224 2.699 0.807
C 0.269 0.790 2.232
H 1.591 -1.535 -1.716
H -3.583 0.031 -2.250
H -1.407 -0.897 -2.584
C 1.444 -0.641 -1.120
C 1.995 0.495 -1.669
C -1.945 -1.386 -1.773
H -2.180 -2.386 -2.111
H 1.545 0.193 3.912
C -3.107 -0.500 -1.419
```

As for the SMILES: CCc1ccccc1.CC. The molecular weight comes out at 136.24 g/mol. Its highest occupied orbital energy is -8.90 eV.

Mulliken population analysis, charges in e, atoms 1 to 5: number 1, C, carries 0.4405; number 2, H, carries 0.1928; number 3, H, carries 0.3540; number 4, C, carries -0.5160; number 5, C, carries -1.1436

=====

Stability check: which of them is least stable? ii).

=====

i) Below is a 2-piece molecular cluster, C10H16 overall, with properties calculated with wB97M-V/def2-TZVPD.

XYZ file:
```
26
C10H16 | OMol25 | wB97M-V/def2-TZVPD
H 1.148 -0.708 -1.088
H -0.242 0.238 -1.947
C -0.525 -1.910 -1.495
H 0.614 -0.772 -2.856
H -0.023 3.543 0.352
C 1.675 -0.219 1.543
H -1.346 -2.368 -3.479
H -2.323 -2.927 -2.194
H 0.374 -1.994 1.317
C 0.471 3.328 1.300
H 2.626 -0.736 1.464
C 0.340 -0.676 -1.799
C 0.479 1.868 1.622
H -0.137 3.874 2.037
H -2.362 -1.291 -2.494
C 1.663 1.157 1.728
C 0.496 -0.923 1.352
H 0.174 -2.763 -1.502
H 2.624 1.612 1.930
H -1.648 1.745 1.513
H -0.818 -2.042 -0.485
H -1.599 -0.773 1.402
H 1.415 3.863 1.314
C -0.686 -0.195 1.351
C -0.735 1.170 1.583
C -1.656 -2.103 -2.469
```

As for the SMILES: Cc1ccccc1.CCC. The molecular weight comes out at 136.24 g/mol. Its highest occupied orbital energy is -8.87 eV.

Mulliken population analysis, charges in e, atoms 1 to 5: number 1, H, carries 0.2356; number 2, H, carries 0.3125; number 3, C, carries 0.1688; number 4, H, carries 0.4457; number 5, H, carries 0.2848

=====

ii) Below is a 2-piece molecular cluster, C10H16 overall, with properties calculated with wB97M-V/def2-TZVPD.

XYZ file:
```
26
C10H16 | OMol25 | wB97M-V/def2-TZVPD
C -1.299 0.002 0.145
H -2.771 -0.249 1.596
C 3.729 -0.293 0.398
H -4.325 1.307 0.730
H 3.497 1.312 -0.956
H -4.154 2.218 -1.446
H 3.071 -0.305 1.279
C -1.081 0.662 -1.151
C -0.452 -2.063 1.391
H 4.632 0.367 0.626
H 2.028 0.117 -1.185
C 3.121 0.188 -0.928
H -0.160 0.890 -1.451
H 4.297 -1.277 0.271
C -3.401 1.200 0.261
C -2.454 0.293 0.765
C -0.151 -0.861 0.634
H 0.342 -1.242 -0.276
C -2.075 1.494 -1.601
H 3.508 -0.159 -1.822
C -3.271 1.785 -0.925
H 0.615 -0.255 1.213
H -1.073 -2.882 0.927
H 0.568 -2.506 1.567
H -0.841 -1.927 2.445
H -1.900 2.184 -2.510
```

As for the SMILES: CCc1ccccc1.CC. The molecular weight comes out at 136.24 g/mol. Its highest occupied orbital energy is -9.06 eV.

Mulliken population analysis, charges in e, atoms 1 to 5: number 1, C, carries 0.7332; number 2, H, carries 0.3759; number 3, C, carries -0.7908; number 4, H, carries 0.3865; number 5, H, carries 0.2126

=====

Stability check: which of them is least stable? ii).